Computed, not measured: a molecular structure, C30H52BrN3OP2Sr in a non-equilibrium geometry, with ωB97M-V with the def2-TZVPD basis set.

Cartesian coordinates (Å):
1 H 7.01 -0.28 -1.11
2 H -3.68 -0.42 4.99
3 H 0.11 -0.65 5.67
4 H -4.46 1.58 -2.46
5 P 4.04 -0.39 -1.93
6 O 0.11 0.79 1.66
7 H 7.65 -1.60 -2.09
8 C -1.56 3.09 -1.58
9 H -2.43 -3.44 -1.38
10 H 5.25 1.31 -4.42
11 C 5.52 -1.46 -2.19
12 H 2.65 -4.11 -0.04
13 C -5.31 2.27 0.07
14 H 2.38 -2.36 0.09
15 H -4.98 -2.45 1.63
16 C -3.74 2.21 -1.92
17 H 0.33 -3.83 0.67
18 H 0.48 -2.52 3.38
19 C 2.09 -3.27 -0.47
20 H 0.32 -4.41 -1.01
21 C 4.66 0.40 -4.62
22 H -1.40 0.00 4.97
23 H 4.53 2.42 -2.94
24 H -2.06 1.87 -3.29
25 H -2.33 -1.21 -2.96
26 C -4.13 -0.35 4.00
27 H -5.06 3.09 2.06
28 C 0.10 0.74 2.93
29 H 2.95 1.12 -3.47
30 H -1.26 4.52 0.02
31 C -0.01 3.14 2.84
32 C -3.27 3.70 -0.06
33 H 2.83 -0.55 -3.99
34 H 5.42 0.90 -0.42
35 C -5.08 0.93 2.16
36 H 6.15 2.31 -2.21
37 C -1.33 -1.28 -3.42
38 H -0.48 -1.84 2.04
39 H 1.23 1.20 5.24
40 Sr -0.51 0.96 -0.58
41 H 4.89 3.29 -1.46
42 C 0.59 -3.56 -0.37
43 C 6.89 -0.81 -2.06
44 H -1.48 -1.63 -4.45
45 H 4.23 0.52 -5.62
46 H -3.62 4.23 0.83
47 C 0.54 2.02 5.00
48 H 0.84 3.24 2.14
49 H 5.40 -1.96 -3.18
50 C 0.35 -1.65 2.73
51 H -3.42 -3.93 0.80
52 H 7.10 -0.12 -2.88
53 H -6.13 1.81 -0.48
54 H -0.02 3.98 3.53
55 H -0.63 -3.29 -2.95
56 C -4.59 0.87 3.49
57 H 1.06 2.97 5.12
58 C 4.63 1.18 -1.13
59 C -0.40 -2.25 -2.69
60 H -1.01 -1.72 4.80
61 H 1.26 -1.52 2.13
62 H 2.42 -3.15 -1.50
63 H -4.44 1.78 4.08
64 H -0.92 -0.26 -3.50
65 C 3.54 0.20 -3.62
66 H 5.41 -2.25 -1.42
67 N 0.11 -0.47 3.55
68 P -0.48 -2.14 -0.85
69 C -4.15 2.78 -0.69
70 Br 0.85 2.92 -1.94
71 C -2.41 -3.50 0.80
72 C -2.40 2.35 -2.37
73 H -0.30 2.00 5.71
74 H -5.69 -0.35 0.50
75 H -2.84 -1.90 -0.58
76 H 5.35 -0.44 -4.67
77 H 3.75 1.48 -0.53
78 C -1.94 3.85 -0.50
79 N -4.22 -1.50 3.31
80 C -0.58 -0.71 4.82
81 C 5.08 2.35 -2.00
82 C -5.21 2.19 1.45
83 C -5.29 -0.31 1.51
84 H -1.70 -4.31 0.98
85 C -4.84 -1.49 2.13
86 H 0.65 -2.06 -2.97
87 H -2.38 -2.81 1.66
88 C -2.18 -2.78 -0.53
89 H -0.93 3.14 2.24
90 N 0.08 1.91 3.62

The HOMO energy is -12.156 eV. The electronic energy comes out at -127912.2776 eV. Its charge is +2. The gap between HOMO and LUMO comes out at 4.599 eV. For the LUMO energy, the calculation gives -7.558 eV.

Computed, not measured: 6 unconnected molecules or ions with the total composition C30H52FNO8 in a non-equilibrium geometry, with ωB97M-V with the def2-TZVPD basis set.

Cartesian coordinates (Å):
1 O -6.91 -1.30 -3.47
2 H -7.04 3.96 -1.48
3 H 6.78 -0.50 -0.13
4 H 5.22 6.64 0.92
5 H 1.89 0.55 -3.28
6 C -7.93 -0.99 -2.89
7 H -8.00 3.23 -2.78
8 H 5.69 4.16 2.93
9 C -3.66 -0.63 -1.29
10 H -6.84 -0.03 -1.32
11 H 1.06 1.96 0.81
12 H -6.96 4.65 -3.11
13 C 0.88 2.05 -1.80
14 H -0.92 -4.10 5.77
15 F 1.05 -1.74 -2.76
16 O 6.48 -4.65 6.20
17 C -2.69 -0.29 -3.75
18 H 5.68 -1.57 -1.15
19 H 2.21 0.32 1.80
20 C 0.29 -4.36 3.21
21 O 3.63 4.02 0.65
22 C 6.36 -0.65 -1.20
23 H 4.09 -0.38 -2.64
24 H 7.27 -0.90 -1.87
25 C -3.85 -0.74 -2.82
26 O -5.12 2.45 -2.00
27 H -0.78 2.05 0.73
28 H 5.99 -3.85 3.26
29 C 2.07 1.58 -2.80
30 H 3.60 -3.88 5.43
31 H 6.59 4.38 1.40
32 C 3.51 1.73 -2.08
33 H 3.94 -0.11 -0.76
34 H -8.35 -0.81 -0.79
35 H -0.59 0.46 2.56
36 H -4.85 -1.15 -3.20
37 H -8.40 0.73 -1.70
38 C 0.10 0.15 1.69
39 C 0.17 -4.18 5.77
40 H 4.56 -3.15 6.74
41 H 5.62 2.92 1.67
42 H 4.63 -2.45 5.11
43 C 0.86 -1.48 -1.36
44 H -0.53 0.51 -3.81
45 C 4.48 4.66 1.24
46 H 3.45 2.34 -1.11
47 H 6.72 -5.37 3.81
48 H 4.19 2.31 -2.82
49 C -9.29 -1.35 -3.43
50 H -2.30 -0.07 0.49
51 H 4.32 6.42 2.45
52 H 3.45 6.50 0.90
53 C 5.68 3.99 1.86
54 O 1.49 -2.72 4.45
55 H 1.55 -1.23 2.05
56 C -7.05 3.73 -2.54
57 H 2.07 2.33 -3.68
58 H 1.27 2.89 -1.11
59 C -5.74 2.37 -4.30
60 C 0.28 0.81 -0.93
61 C -2.33 -0.11 -0.65
62 C -1.38 0.22 -3.11
63 H -2.86 -0.37 -4.88
64 H 0.59 -5.40 3.24
65 H -4.87 1.71 -4.38
66 H -9.86 -0.45 -3.63
67 O 0.29 -2.37 -0.71
68 C 0.11 1.34 0.61
69 C -5.90 2.81 -2.87
70 H -9.17 -1.90 -4.37
71 H -5.59 3.24 -4.94
72 H 0.76 -3.88 2.35
73 C 4.55 -3.38 5.67
74 O 5.70 0.56 -1.66
75 H -6.63 1.81 -4.61
76 C 4.26 0.35 -1.77
77 C -1.11 0.32 -1.57
78 H -0.37 -0.79 1.22
79 H -0.80 -4.28 3.09
80 H 0.56 -3.59 6.60
81 H -4.50 -0.95 -0.59
82 C 0.72 -3.66 4.47
83 C 5.70 -4.29 5.34
84 H -9.81 -1.99 -2.72
85 H 4.97 -5.28 3.59
86 C -7.88 -0.22 -1.59
87 N 1.45 -0.22 2.22
88 H 0.05 2.55 -2.44
89 C 5.85 -4.72 3.91
90 O 1.31 -0.23 -0.87
91 C 4.36 6.16 1.39
92 H 0.46 -5.22 5.91

The HOMO energy is -8.489 eV. The electronic energy comes out at -52533.9435 eV. Its charge is 0. The gap between HOMO and LUMO comes out at 9.020 eV. For the LUMO energy, the calculation gives 0.530 eV.

Computed, not measured: 9 unconnected molecules or ions with the total composition C30H53Br16Cl2F2N2O2P2 in a non-equilibrium geometry, with ωB97M-V with the def2-TZVPD basis set.

Cartesian coordinates (Å):
1 H -4.40 2.70 -3.72
2 C 2.55 0.66 3.37
3 C -5.11 1.63 -1.98
4 C 0.46 3.20 0.45
5 C 3.42 1.92 3.39
6 C 3.00 8.53 -0.73
7 H -0.06 -3.16 1.08
8 H 8.63 5.45 -0.86
9 C -3.53 -5.86 1.39
10 H 2.28 -4.94 2.79
11 H -4.16 1.37 -1.52
12 C 2.85 -4.16 2.29
13 H 3.57 9.42 -1.01
14 H 7.61 4.14 -1.49
15 C 4.16 0.13 0.89
16 H 2.65 -2.99 0.49
17 C 1.76 1.23 -0.83
18 C 2.03 -3.56 1.17
19 H -0.07 -7.58 6.63
20 H 4.11 -0.46 -0.03
21 H 3.95 -5.24 -4.72
22 H -4.98 -7.44 1.27
23 H -7.29 -0.35 -6.61
24 C 4.19 -5.52 -3.69
25 C -1.12 -0.40 -1.06
26 H 6.31 -0.04 0.66
27 H 2.28 0.44 -1.37
28 Br 4.32 -7.59 -1.71
29 H -0.98 -5.19 6.94
30 C -0.79 -7.09 5.99
31 H -4.02 -5.07 0.84
32 P 2.94 -0.59 2.06
33 F -0.25 -0.81 -2.00
34 H -0.03 4.04 0.94
35 H -0.26 1.70 1.81
36 O -2.43 0.00 1.49
37 H -4.40 0.93 -3.87
38 H 1.39 9.76 -0.04
39 C -6.64 -1.21 -6.51
40 C -3.96 -7.23 0.94
41 H -1.80 -7.36 6.29
42 Cl 1.49 -5.00 0.15
43 O -1.92 0.45 -1.34
44 H -5.86 0.88 -1.73
45 Br 5.68 3.52 0.63
46 H -6.51 -1.45 -5.46
47 C 0.35 1.91 0.93
48 F -2.40 -2.18 1.35
49 H -6.39 -3.18 -7.38
50 H 2.52 -6.81 -3.23
51 N 1.88 2.46 -1.32
52 Br 1.23 -5.05 5.85
53 C 5.60 0.21 1.44
54 Br 0.67 7.47 0.56
55 C -4.93 1.79 -3.46
56 H 1.50 0.94 3.32
57 Br -7.00 5.67 1.25
58 N -0.90 -1.09 0.09
59 H 3.85 1.14 0.61
60 H -7.87 6.10 -1.51
61 Cl 0.43 -2.77 3.31
62 Br -4.88 -0.66 -7.14
63 Br 4.31 7.28 -0.02
64 H 5.72 -0.45 2.30
65 H -9.01 6.97 0.65
66 H -8.49 7.77 -1.58
67 H 2.40 9.10 1.27
68 C 6.99 4.93 0.43
69 H 0.27 -0.42 2.14
70 Br -4.01 -7.38 -1.00
71 C 1.96 8.89 0.30
72 H 1.59 -1.38 -0.23
73 H 5.27 -5.50 -3.55
74 H 3.77 -4.58 1.88
75 H -3.29 -8.01 1.29
76 H 2.67 0.13 4.32
77 C -7.78 7.10 -1.10
78 Br -6.02 7.76 -1.61
79 C 1.24 3.43 -0.66
80 Br -5.69 3.28 -1.13
81 P 0.96 -0.87 0.97
82 C -7.97 7.12 0.40
83 Br -0.57 -7.84 4.21
84 H 5.79 1.24 1.73
85 Br 9.32 3.28 0.10
86 H 1.35 4.44 -1.05
87 H -3.73 -5.75 2.45
88 H 3.84 -7.59 -4.13
89 H 7.41 5.11 1.41
90 C 1.02 0.89 0.29
91 Br -6.64 1.85 -4.41
92 C 8.04 4.57 -0.59
93 H -7.61 8.04 0.85
94 H 2.90 2.73 3.92
95 C 0.81 -2.73 1.56
96 Br -1.62 -5.59 1.18
97 Br 3.45 -4.12 -2.57
98 C -1.94 -0.96 0.99
99 H 3.66 2.28 2.40
100 C -0.63 -5.59 6.00
101 H -8.01 -2.84 -6.75
102 H 6.44 5.81 0.10
103 H 2.58 8.07 -1.61
104 C -7.15 -2.42 -7.26
105 H 3.12 -3.39 3.00
106 Br -7.77 -1.97 -9.05
107 H 4.34 1.75 3.95
108 C 3.60 -6.86 -3.36
109 H -1.15 -5.11 5.18

The HOMO energy is -4.619 eV. The electronic energy comes out at -1208784.8354 eV. Its charge is -1. The gap between HOMO and LUMO comes out at 6.347 eV. For the LUMO energy, the calculation gives 1.728 eV.